[1]
# C44H95N2O16S5

11 unconnected molecules or ions with the total composition C44H95N2O16S5 at a distorted geometry (the ωB97M-V functional and the def2-TZVPD basis, the Open Molecules 2025 dataset).

XYZ file:
```
162
Properties=species:S:1:pos:R:3:mulliken_charge:R:1
N 7.60201 -1.91715 -24.95669 -0.5303
H 7.90930 -1.14540 -25.53122 0.3943
H 7.41536 -1.70655 -23.98668 0.3788
H 8.19654 -2.72486 -25.07605 0.3847
H 6.75368 -2.12024 -25.46580 0.3406
C 17.09010 -4.75964 -27.58488 -1.3640
C 16.67223 -3.48822 -28.42540 -0.2024
C 16.08852 -2.43740 -27.42864 -0.8769
N 15.59532 -1.10633 -28.09710 0.2063
C 14.40779 -1.40806 -29.04156 -0.9169
C 16.84197 -0.40973 -28.65351 -0.7030
C 16.47721 1.12220 -28.81708 -0.4927
C 15.31081 1.30010 -27.78645 -0.7608
C 15.14597 -0.05279 -27.10043 -0.5466
H 17.83124 -4.59164 -26.80348 0.3713
H 17.62645 -5.39712 -28.28776 0.3705
H 16.34313 -5.36324 -27.06931 0.3878
H 15.89028 -3.65001 -29.16733 0.3125
H 17.54546 -3.22966 -29.02433 0.3186
H 16.83875 -2.09850 -26.71422 0.4163
H 15.21751 -2.83450 -26.90732 0.4581
H 14.02648 -0.48361 -29.47525 0.3853
H 13.58988 -1.93579 -28.55102 0.3326
H 14.77465 -1.97644 -29.89623 0.3718
H 17.09451 -0.87677 -29.60546 0.3698
H 17.70428 -0.61678 -28.01975 0.4247
H 15.92324 1.41253 -29.70979 0.3005
H 17.21197 1.91012 -28.65149 0.3380
H 14.42069 1.55350 -28.36227 0.3243
H 15.46417 2.04454 -27.00518 0.3833
H 14.14810 -0.17287 -26.67858 0.4198
H 15.87688 -0.03826 -26.29194 0.3692
C 11.48586 -8.64966 -24.26113 -1.1918
C 10.93722 -7.29678 -23.71090 0.5411
C 11.74454 -6.74082 -22.50845 -1.0851
O 10.59833 -6.33978 -24.61722 -0.9526
H 11.55163 -9.42849 -23.50139 0.3080
H 12.48373 -8.51037 -24.67700 0.2868
H 10.88091 -9.14141 -25.02291 0.2996
H 10.02831 -7.57964 -23.17989 0.0121
H 11.33073 -5.81260 -22.11440 0.2446
H 12.75264 -6.53391 -22.86765 0.2739
H 11.87534 -7.45702 -21.69724 0.3048
O 12.83846 1.88908 -19.94328 -0.5969
S 12.93344 0.46810 -19.53741 1.1208
O 13.65024 -0.44021 -20.44250 -0.5907
O 13.62699 0.40082 -18.00307 -0.3054
C 13.85063 -0.86530 -17.48241 -0.1304
C 15.03080 -0.92715 -16.52787 -1.3182
C 11.28312 -0.19061 -19.14013 -0.8995
H 14.02864 -1.57746 -18.28816 0.3896
H 12.94741 -1.18898 -16.96517 0.2835
H 15.13587 -1.91852 -16.08714 0.3604
H 14.86424 -0.25779 -15.68388 0.3235
H 15.95233 -0.59154 -17.00353 0.3323
H 11.31858 -1.27334 -19.01963 0.3306
H 10.68771 0.07494 -20.01367 0.3663
H 10.97001 0.32728 -18.23357 0.3319
O 4.12544 -5.98617 -20.47812 -0.5792
S 4.40423 -5.02080 -19.41882 1.1546
O 4.90755 -3.69317 -19.78608 -0.6199
O 2.99760 -4.84550 -18.54228 -0.3222
C 2.41816 -5.99891 -17.84271 -0.1283
C 1.01143 -6.24339 -18.41563 -1.2026
C 5.48610 -5.78730 -18.16968 -0.9057
H 2.34656 -5.64959 -16.81269 0.2907
H 2.96857 -6.91728 -18.04701 0.2921
H 1.06407 -6.44294 -19.48592 0.3081
H 0.35785 -5.38767 -18.24629 0.3169
H 0.54463 -7.10660 -17.94122 0.3629
H 5.17055 -6.81863 -18.01190 0.3190
H 5.32033 -5.21917 -17.25434 0.3320
H 6.52452 -5.86161 -18.49259 0.3796
O 5.55583 -12.76874 -24.76577 -0.5730
S 4.77062 -12.99025 -23.56797 1.1288
O 3.72003 -13.99068 -23.49814 -0.5772
O 5.80003 -13.22728 -22.22179 -0.3089
C 6.82634 -12.32145 -22.09268 -0.2051
C 7.88066 -12.94124 -21.15524 -1.2297
C 3.99542 -11.38741 -22.94392 -0.9490
H 6.40963 -11.39650 -21.69404 0.2811
H 7.25322 -12.12866 -23.07691 0.3946
H 8.23157 -13.83115 -21.67775 0.3099
H 7.40241 -13.20239 -20.21122 0.3148
H 8.65668 -12.20068 -20.96170 0.3788
H 3.09838 -11.17556 -23.52576 0.3819
H 4.73312 -10.62473 -23.19337 0.3463
H 3.70987 -11.47517 -21.89566 0.3056
O 13.26983 -6.60527 -33.23380 -0.5978
S 12.59556 -7.90212 -33.00329 1.0927
O 11.12703 -8.05171 -33.06545 -0.5575
O 13.37832 -9.06389 -33.96005 -0.3152
C 14.79095 -8.86377 -34.37813 -0.0137
C 15.36117 -10.17778 -34.96591 -1.2620
C 13.16827 -8.65404 -31.39420 -0.8490
H 15.37818 -8.80836 -33.46152 0.2295
H 14.88120 -8.02327 -35.06628 0.2937
H 16.44033 -10.13827 -35.11409 0.3609
H 14.76530 -10.53713 -35.80489 0.3456
H 15.22587 -11.05486 -34.33304 0.3203
H 12.92051 -8.03628 -30.53101 0.3803
H 14.25608 -8.66114 -31.46282 0.2651
H 12.73010 -9.64734 -31.29690 0.3053
O 4.36923 -4.53993 -30.21820 -0.5719
S 4.01381 -5.18895 -28.97208 1.1010
O 4.05397 -4.38385 -27.73497 -0.5784
O 2.50397 -5.92678 -29.14400 -0.3353
C 2.05458 -6.87306 -28.13582 -0.3084
C 1.87363 -6.26238 -26.78581 -1.0074
C 5.05884 -6.74062 -28.78721 -0.9357
H 2.59196 -7.82095 -28.10723 0.3110
H 1.04943 -7.20338 -28.39785 0.2986
H 2.68369 -5.79925 -26.22241 0.2915
H 1.42840 -6.95606 -26.07259 0.3863
H 1.11651 -5.48831 -26.91102 0.3028
H 4.88432 -7.17044 -27.80085 0.3251
H 6.11968 -6.51536 -28.89672 0.3856
H 4.83596 -7.40272 -29.62389 0.3344
C 12.06198 -6.12009 -13.97139 -0.3512
C 11.29578 -6.68897 -12.99752 -0.3177
C 10.60883 -7.84535 -13.27176 -0.4258
C 10.86647 -8.55495 -14.46631 -0.3032
C 11.78296 -8.04397 -15.45742 -0.5200
C 12.28515 -6.77682 -15.15607 -0.1721
H 12.41501 -5.13038 -13.72193 0.3298
H 11.07969 -6.16517 -12.07809 0.3405
H 9.91279 -8.31297 -12.59112 0.3550
H 10.37537 -9.49075 -14.68880 0.3385
H 12.03154 -8.49464 -16.40690 0.4026
H 12.91841 -6.32098 -15.90280 0.3236
C 16.21203 -12.52204 -29.30185 -0.2283
C 15.61841 -12.81474 -28.10110 -0.4067
C 16.43132 -12.76125 -26.97468 -0.3386
C 17.77185 -12.29429 -27.04110 -0.5020
C 18.33497 -12.18702 -28.28563 -0.2453
C 17.58507 -12.25220 -29.40686 -0.4165
H 15.61580 -12.64789 -30.19352 0.3732
H 14.57358 -13.08695 -28.07590 0.3783
H 15.96766 -12.92719 -26.01349 0.3315
H 18.38337 -12.12280 -26.16759 0.3668
H 19.38752 -11.96055 -28.37091 0.3399
H 18.02518 -12.05326 -30.37284 0.3491
C 16.51304 -10.95401 -18.92661 -1.0709
C 17.83610 -10.68088 -18.22194 -0.5108
C 19.05705 -10.20834 -19.14696 -0.7556
C 18.96271 -8.84389 -19.90622 -0.6097
C 18.93535 -7.57578 -18.94220 -0.2097
C 18.60984 -6.33162 -19.67746 -1.3537
H 16.19789 -10.09825 -19.52366 0.2768
H 15.70016 -11.13393 -18.22309 0.3297
H 16.71117 -11.84545 -19.52172 0.2687
H 17.77599 -10.01642 -17.35997 0.3780
H 18.14977 -11.60895 -17.74402 0.3568
H 19.28788 -10.98198 -19.87929 0.3578
H 19.93120 -10.16928 -18.49701 0.3126
H 19.68191 -8.67313 -20.70728 0.4272
H 18.01183 -8.81991 -20.43853 0.2257
H 18.08487 -7.76938 -18.28852 0.1662
H 19.82477 -7.57627 -18.31208 0.3635
H 19.27426 -6.02836 -20.48659 0.3193
H 17.55402 -6.28024 -19.94338 0.3447
H 18.61403 -5.49282 -18.98140 0.3832
```

Electronic energy = -5037.11807 Ha
E_LUMO = -3.48 eV
F_max = 4.23 eV Å⁻¹
Highest occupied orbital energy = -6.3581 eV
Net charge = +1
2S+1 = 1
Gap between HOMO and LUMO = 2.883 eV

***

[2]
# C17H14ClHoNO3S

A molecular structure, C17H14ClHoNO3S at a distorted geometry (the ωB97M-V functional and the def2-TZVPD basis, the Open Molecules 2025 dataset).

XYZ file:
```
38
Properties=species:S:1:pos:R:3:lowdin_spin:R:1
C 1.56600 -0.86379 2.26727 -0.0023
C 1.50499 0.56186 2.07816 -0.0048
C 2.07225 0.86365 0.80416 -0.0040
H 1.09668 1.29294 2.77348 0.0000
C 2.46397 -0.35693 0.18734 -0.0050
C 2.16020 -1.43086 1.08501 -0.0034
H 2.32274 -2.49115 0.88426 0.0001
H 1.12128 -1.41962 3.09325 0.0005
H 2.26376 1.85882 0.40983 -0.0001
H 2.98512 -0.44060 -0.77009 -0.0001
Ho -0.11354 -0.69449 0.57448 4.0393
Cl -2.03306 -0.64645 2.11040 -0.0092
C -1.98325 1.00593 -1.64124 -0.0004
C -0.76685 1.00840 -2.39038 -0.0012
C 0.12769 1.94180 -1.77827 -0.0003
H -0.54964 0.36463 -3.23747 0.0000
C -0.53838 2.52305 -0.65397 -0.0013
C -1.84889 1.95143 -0.57155 -0.0018
H -2.58841 2.13855 0.20266 -0.0001
H -2.82598 0.34392 -1.80863 0.0001
H 1.15618 2.12229 -2.07365 0.0000
H -0.10276 3.22017 0.05545 0.0000
O -3.40218 -3.38185 -3.70761 -0.0001
S -3.44622 -2.98806 -2.33127 0.0000
O -4.64361 -2.35632 -1.82421 -0.0001
N -2.09592 -2.10919 -1.87652 -0.0009
C -1.25861 -2.79744 -1.13047 -0.0002
O -0.09860 -2.33919 -0.75526 -0.0049
C -1.76260 -4.09724 -0.69287 0.0000
C -1.22249 -4.94463 0.28635 0.0001
C -1.91794 -6.11926 0.60231 0.0000
C -3.13071 -6.40902 -0.05967 0.0000
C -3.67805 -5.52937 -1.01000 0.0000
C -2.97840 -4.35519 -1.29350 0.0000
H -0.29005 -4.67286 0.78764 0.0000
H -1.53235 -6.80944 1.35081 0.0000
H -3.66295 -7.33907 0.17973 0.0000
H -4.62100 -5.72378 -1.53356 0.0000
```

Electronic energy = -2743.28338 Ha
⟨S²⟩ = 6.00
E_LUMO (alpha / beta) = 2.35 / 2.35 eV
F_max = 4.65 eV Å⁻¹
Highest occupied orbital energy (alpha / beta) = -3.6886 / -3.6957 eV
Net charge = -1
2S+1 = 5
Gap between HOMO and LUMO (alpha / beta) = 6.037 / 6.050 eV